{
  "formula": "C38H27Cl2N6O8SSn",
  "method": "wB97M-V/def2-TZVPD",
  "species": ["Sn", "N", "C", "N", "C", "N", "N", "C", "C", "C", "C", "C", "C", "N", "C", "C", "C", "C", "C", "C", "H", "H", "H", "H", "H", "H", "H", "H", "H", "H", "H", "Cl", "C", "C", "C", "Cl", "C", "C", "C", "C", "N", "C", "C", "O", "H", "H", "H", "H", "O", "C", "O", "C", "C", "C", "C", "O", "C", "O", "C", "C", "H", "H", "H", "H", "H", "C", "C", "C", "C", "C", "C", "C", "S", "O", "O", "O", "H", "H", "H", "H", "H", "H", "H"],
  "coordinates": [[-0.0715, -0.5928, 0.0416], [3.3652, 1.3779, 2.3111], [2.2784, 1.0840, 1.5956], [1.7919, -0.1068, 1.4605], [2.4529, -1.1673, 2.0177], [2.1630, -2.4082, 1.6924], [1.1374, -2.4499, 0.7766], [1.0428, -3.5471, 0.1174], [-0.0700, -3.6225, -0.8207], [-0.2417, -4.6884, -1.6869], [-1.2858, -4.6406, -2.5989], [-2.1220, -3.5384, -2.6032], [-1.8891, -2.5194, -1.6944], [-0.8999, -2.5593, -0.8117], [3.5195, -0.9052, 2.9672], [4.1083, -1.9112, 3.7389], [5.1607, -1.6086, 4.5720], [5.6534, -0.3043, 4.6426], [5.0855, 0.7092, 3.8957], [4.0102, 0.4016, 3.0686], [3.6992, 2.3270, 2.3200], [1.7808, 1.9132, 1.1118], [1.7479, -4.3548, 0.2359], [0.4482, -5.5189, -1.6557], [-1.4365, -5.4476, -3.3024], [-2.9466, -3.4580, -3.2952], [-2.5229, -1.6408, -1.6549], [3.7242, -2.9181, 3.6614], [5.6131, -2.3848, 5.1716], [6.4880, -0.0805, 5.2919], [5.4628, 1.7211, 3.9493], [-1.6691, 2.7498, 3.6439], [-1.9478, 3.0246, 1.9603], [-2.8393, 4.0160, 1.5351], [-3.0276, 4.2555, 0.2003], [-4.0525, 5.5609, -0.2876], [-2.3911, 3.4588, -0.7762], [-2.5670, 3.6026, -2.1673], [-1.9061, 2.7441, -3.0066], [-1.1020, 1.7218, -2.4716], [-0.9034, 1.5804, -1.1756], [-1.5114, 2.4400, -0.3355], [-1.1957, 2.2745, 1.0571], [-0.2378, 1.4997, 1.4284], [-3.3644, 4.6154, 2.2655], [-3.2123, 4.3765, -2.5554], [-2.0090, 2.8252, -4.0790], [-0.6119, 0.9999, -3.1050], [-2.2416, -0.2104, 0.4412], [-2.0960, -0.6196, 1.6499], [-0.9604, -1.1092, 1.9819], [-3.2090, -0.4888, 2.5766], [-2.9335, -0.3159, 3.9331], [-3.9602, -0.2055, 4.8672], [-5.2421, -0.3130, 4.3838], [-6.4041, -0.2595, 5.0782], [-7.4471, -0.5205, 4.1411], [-6.8670, -0.5639, 2.8409], [-5.5192, -0.4997, 3.0221], [-4.5242, -0.5812, 2.0867], [-1.9036, -0.2735, 4.2540], [-3.7649, -0.0555, 5.9177], [-8.1756, 0.2902, 4.1831], [-7.9011, -1.4899, 4.3711], [-4.7280, -0.7003, 1.0347], [4.2481, 1.9177, -6.9528], [3.6567, 1.1947, -5.7829], [3.0784, -0.0620, -5.9335], [2.5357, -0.7338, -4.8523], [2.5674, -0.1446, -3.6040], [3.1418, 1.1029, -3.4214], [3.6863, 1.7633, -4.5102], [1.8185, -0.9779, -2.2451], [2.1938, -0.2338, -1.0273], [2.2073, -2.3680, -2.2668], [0.3454, -0.8085, -2.3558], [3.9804, 1.4382, -7.8924], [5.3368, 1.9360, -6.8846], [3.9063, 2.9519, -6.9872], [3.0583, -0.5229, -6.9118], [2.1022, -1.7166, -4.9772], [3.1691, 1.5397, -2.4340], [4.1458, 2.7333, -4.3706]],
  "atomic_forces_ev_per_a": [[0.082, 1.732, 1.508], [-0.103, -0.302, -0.100], [0.242, 0.707, 0.039], [-0.241, -0.233, 0.012], [-0.268, -0.935, -0.159], [-0.168, 1.225, 0.048], [0.878, -0.909, -0.608], [-0.497, 1.019, 0.399], [-0.160, 0.080, -0.096], [-0.072, 0.187, 0.125], [0.017, 0.036, 0.028], [-0.041, -0.024, 0.095], [-0.470, 0.115, 0.018], [0.264, -0.151, -0.426], [0.297, 0.151, 0.131], [-0.039, 0.033, -0.086], [0.034, -0.008, 0.039], [-0.027, 0.095, -0.058], [-0.032, -0.164, 0.020], [-0.118, -0.230, 0.003], [-0.020, 0.064, 0.058], [0.007, -0.120, -0.034], [0.046, -0.129, 0.159], [0.022, -0.017, 0.012], [0.003, -0.015, -0.002], [-0.012, 0.014, -0.015], [0.041, 0.008, -0.052], [-0.005, -0.010, -0.010], [0.018, -0.020, 0.020], [0.017, 0.005, 0.017], [0.000, 0.047, 0.021], [-0.036, 0.266, 0.075], [0.274, -0.245, -0.357], [-0.080, 0.063, -0.144], [-0.021, -0.034, 0.301], [-0.125, 0.082, -0.071], [0.037, -0.181, -0.023], [0.270, -0.296, -0.045], [-0.015, 0.027, 0.044], [0.062, -0.020, 0.078], [0.250, -0.561, -0.443], [0.081, 0.185, 0.573], [-0.208, 0.677, 0.270], [-0.091, -1.362, -0.905], [0.029, 0.003, 0.037], [-0.036, 0.032, 0.011], [0.007, -0.024, -0.016], [-0.025, -0.007, -0.114], [0.626, -0.860, -0.078], [0.496, -0.087, -0.332], [-0.706, 0.392, -0.558], [0.027, -0.231, 0.631], [-0.063, -0.251, -0.277], [-0.143, -0.014, -0.052], [0.004, -0.070, -0.436], [0.146, 0.051, 0.047], [-0.281, -0.035, 0.035], [0.010, 0.017, -0.123], [0.276, 0.041, 0.374], [-0.155, 0.227, 0.221], [0.030, 0.028, -0.022], [0.004, 0.006, 0.047], [0.004, -0.083, 0.009], [0.009, 0.095, -0.018], [-0.019, -0.023, -0.066], [0.062, 0.055, -0.116], [-0.053, -0.021, 0.145], [0.008, 0.000, -0.023], [-0.024, -0.233, -0.188], [-0.215, 0.049, 0.231], [0.055, 0.142, 0.031], [-0.029, -0.073, 0.017], [0.917, -0.493, -0.531], [-0.380, -0.042, 0.174], [-0.016, 0.413, -0.094], [-0.629, 0.103, 0.595], [0.002, -0.001, -0.006], [0.016, 0.001, 0.005], [0.000, 0.014, 0.003], [-0.017, -0.021, -0.034], [-0.017, -0.030, -0.010], [-0.007, 0.045, 0.017], [-0.004, 0.033, 0.007]],
  "lowdin_charge": [1.53, 0.16, -0.10, 0.04, -0.24, 0.13, -0.05, -0.02, -0.24, 0.02, -0.01, -0.01, -0.09, 0.03, -0.07, 0.00, -0.05, -0.05, 0.00, -0.16, 0.17, 0.15, 0.15, 0.13, 0.12, 0.12, 0.13, 0.12, 0.11, 0.12, 0.12, 0.75, -0.56, -0.11, -0.61, 0.71, -0.16, 0.00, -0.03, -0.09, 0.08, -0.15, -0.41, -0.17, 0.11, 0.10, 0.11, 0.10, -0.06, -0.54, -0.04, -0.15, -0.03, 0.03, -0.20, 0.05, -0.11, 0.04, -0.19, 0.09, 0.12, 0.13, 0.14, 0.14, 0.13, -0.04, -0.26, -0.02, -0.04, -0.28, -0.04, -0.02, 0.52, -0.35, -0.27, -0.38, 0.08, 0.09, 0.09, 0.12, 0.12, 0.11, 0.12],
  "max_force_ev_per_a": 2.298,
  "charge": 1,
  "e_above_lowest_kcal_mol": 52.55
}